Density functional theory data (ωB97M-V/def2-TZVPD) for a structure of composition C36H90AsBaF6N2O23P5 in a non-equilibrium geometry.

**Kohn-Sham gap**: 6.88 eV
**Multiplicity**: 1

Geometry as XYZ:
```
164
Properties=species:S:1:pos:R:3:mulliken_charge:R:1
Ba 0.31 -0.85 -4.84 1.788
As 0.56 -0.16 -0.77 2.294
P 4.74 0.94 5.00 0.554
P 4.86 2.95 -2.96 1.113
P -2.04 -3.56 4.94 0.307
P -4.65 2.20 -0.16 0.925
P -3.38 -2.26 -4.77 0.605
F 0.41 1.56 -0.43 -0.429
F -0.10 0.21 -2.44 -0.870
F 2.14 0.06 -1.45 -0.479
F 0.65 -1.86 -1.26 -0.419
F -1.11 -0.40 -0.31 -0.332
F 1.17 -0.61 0.80 -0.569
O 3.39 3.59 -2.71 -0.233
O 4.17 2.15 5.56 -0.786
O -1.93 -2.28 -5.15 -0.915
O -4.15 -3.69 -4.94 -0.321
O -5.08 1.74 -1.49 -0.702
O -3.36 -3.67 5.56 -0.791
O -3.61 3.44 -0.08 -0.310
O 5.67 3.53 -1.72 -0.403
O 4.89 1.48 -3.12 -0.787
O -4.38 -1.34 -5.62 -0.170
O -5.79 2.70 0.83 -0.340
O -3.63 -1.82 -3.29 0.116
O 5.46 3.71 -4.22 -0.429
O 3.83 0.36 3.80 0.115
O -2.14 -3.25 3.36 -0.048
O 2.17 -2.02 -3.64 -1.140
O 4.97 -0.34 5.91 -0.226
O -1.08 -2.37 5.42 0.091
O -1.30 1.53 -4.69 -0.533
O -3.94 1.06 0.71 -0.254
O 6.14 1.09 4.25 -0.344
O 2.99 -4.86 -2.75 -0.637
O -1.15 -4.88 5.01 -0.274
N -3.00 2.73 -5.63 0.358
N 3.73 -4.42 -0.66 0.170
C -0.71 -4.65 1.96 -1.092
C 6.74 -0.18 2.40 -0.785
C -2.99 -2.54 -2.19 0.210
C -5.56 -3.64 -4.66 0.038
C -1.27 -0.86 7.34 -1.523
C -3.97 -2.74 -1.04 -1.054
C -0.50 -5.37 6.23 -0.251
C 4.74 -5.42 -0.70 -1.046
C 5.52 -0.41 7.20 -0.295
C 6.81 0.44 7.44 -1.067
C -2.50 1.71 -4.96 -0.366
C 4.14 5.46 -5.39 -1.048
C -1.12 -3.21 2.40 0.509
C -4.25 -1.95 -7.94 -1.292
C -6.07 4.10 1.14 -0.020
C 5.33 5.16 -4.46 -0.091
C -2.49 5.06 -1.40 -1.642
C 1.00 3.62 -2.73 -0.674
C 2.25 2.93 -3.23 -0.041
C 5.90 2.68 -0.57 -0.571
C -2.99 1.26 1.78 0.517
C -4.44 2.90 -5.82 -0.946
C -2.18 3.78 -6.22 -0.945
C -4.03 -0.84 -6.92 0.075
C 3.72 -3.44 0.44 -0.906
C -5.99 -4.98 -3.97 -1.397
C 1.80 1.49 3.07 -0.749
C 2.41 0.40 3.89 -0.125
C -3.48 0.60 3.06 -1.272
C 4.64 2.79 0.31 -0.093
C -2.66 3.55 -1.13 0.825
C -6.27 4.14 2.64 -1.174
C -1.27 -5.12 7.49 -0.723
C 7.02 0.00 3.89 -0.316
C 2.84 -4.28 -1.69 0.501
C -1.64 -1.15 5.89 0.229
H 1.11 3.64 -1.64 0.224
H 1.97 -1.98 -2.69 0.197
H 7.43 0.43 6.53 0.211
H -5.29 4.78 0.81 0.165
H 4.18 4.74 -6.22 0.295
H 4.48 -6.23 -1.37 0.308
H 1.90 2.45 3.59 0.531
H -4.98 1.95 -5.90 0.234
H -0.64 -5.41 8.33 0.377
H 2.12 2.95 -4.32 0.390
H -2.58 0.78 3.66 0.193
H 6.29 5.38 -4.91 0.333
H -2.03 5.29 -2.36 0.268
H 3.73 2.53 -0.22 -0.106
H -2.04 0.86 1.43 -0.295
H -6.96 4.27 0.53 0.326
H -1.94 5.54 -0.59 0.384
H -6.78 5.01 3.05 0.402
H 6.84 -0.91 4.46 0.347
H 0.49 -4.91 6.30 0.236
H 0.89 4.63 -3.11 0.382
H 2.10 -3.51 -1.50 0.006
H 6.74 3.21 -0.11 0.309
H -0.20 -0.77 7.55 0.311
H -2.22 -5.64 7.58 0.283
H -6.04 -5.73 -4.75 0.402
H -2.73 -1.12 5.98 0.311
H 4.59 3.86 0.55 0.311
H -4.30 1.17 3.50 0.278
H -3.30 1.08 -4.54 0.652
H 5.73 -1.48 7.31 0.370
H 4.81 2.27 1.25 -0.009
H 2.07 0.42 4.93 0.401
H 3.12 5.24 -5.08 0.176
H 5.77 0.18 2.07 0.065
H -5.30 -5.31 -3.19 0.293
H -3.75 -2.88 -7.66 0.343
H -3.12 3.15 -2.03 -0.011
H -3.83 -0.43 3.02 0.402
H -1.68 3.11 -0.94 -0.137
H 6.32 1.71 -0.83 0.342
H -1.47 -2.65 1.53 0.060
H 4.96 -5.89 0.27 0.380
H 7.30 0.08 8.33 0.367
H -1.50 -5.12 1.37 0.302
H -2.07 4.56 -5.46 0.277
H 8.04 0.31 4.10 0.345
H -0.31 -2.58 2.77 -0.031
H -2.18 -1.84 -1.99 -0.241
H 4.28 6.45 -5.81 0.395
H 6.76 -1.26 2.20 0.248
H -4.98 3.50 -5.09 0.309
H 4.87 0.02 7.96 0.273
H -3.81 -1.75 -8.92 0.413
H 5.74 -5.00 -0.85 0.334
H -0.70 -5.37 2.79 0.273
H -1.20 3.48 -6.58 0.294
H 2.10 1.78 2.07 -0.087
H 0.07 3.04 -2.83 -0.034
H -3.82 -3.67 -0.50 0.391
H 3.30 -4.05 1.25 0.371
H -1.50 -4.05 7.53 -0.006
H -4.64 0.05 -7.06 0.192
H -4.17 -1.82 -0.49 0.082
H -5.83 -2.95 -3.86 0.148
H 6.56 1.51 7.41 0.346
H 7.52 0.25 1.78 0.337
H 0.73 1.25 3.06 0.122
H 3.07 -2.57 0.39 0.094
H 2.21 -0.56 3.40 0.151
H 5.11 5.50 -3.45 0.214
H 0.26 -4.72 1.46 0.276
H -4.91 -3.03 -1.54 0.377
H -6.96 -4.81 -3.51 0.396
H 4.75 -3.23 0.73 0.350
H -5.27 4.26 3.06 0.279
H -2.70 4.31 -7.01 0.337
H -1.70 -1.56 8.05 0.336
H -3.45 5.58 -1.41 0.468
H 2.31 1.88 -2.96 0.004
H -5.31 -2.11 -8.13 0.311
H -2.96 2.34 1.88 0.420
H -6.12 -3.38 -5.55 0.326
H -2.61 -3.50 -2.55 0.458
H -1.61 0.13 7.65 0.447
H -0.35 -6.43 6.00 0.337
H -6.69 3.20 2.98 0.260
H -1.37 -0.35 5.20 0.089
H -4.68 3.35 -6.79 0.395
H -2.97 -0.58 -6.99 0.223
```

Density functional theory data (ωB97M-V/def2-TZVPD) for a cluster of 9 separate species, C36H90O18 in total in a non-equilibrium geometry.

**Kohn-Sham gap**: 9.54 eV
**Energy above the lowest of the compared OMol25 structures with the same formula, charge and spin**: 3.947 eV
**Structure (SMILES)**: COCCOC.COCCOC.COCCOC.COCCOC.COCCOC.COCCOC.COCCOC.COCCOC.COCCOC
**Multiplicity**: 1

Geometry as XYZ:
```
144
Properties=species:S:1:pos:R:3:mulliken_charge:R:1
O -8.99 -27.59 -4.35 -0.349
O -10.19 -24.88 -8.03 -0.388
O -11.44 -26.54 -3.65 -0.251
O -3.38 -24.81 -1.67 -0.348
O -2.29 -20.70 -3.28 -0.111
O -1.99 -19.24 1.35 -0.383
O -1.38 -24.76 -6.31 0.153
O -2.94 -23.03 -10.79 -0.434
O -4.49 -25.17 -8.35 -0.144
O -4.02 -21.92 -5.17 1.239
O -8.02 -22.99 -1.20 -0.496
O -4.01 -26.79 -3.56 -0.481
O -2.71 -17.06 -0.43 -0.510
O -4.33 -16.49 -4.88 -0.136
O -6.86 -16.60 -3.45 -0.146
O -7.54 -23.52 -7.71 0.123
O -0.32 -26.69 -8.17 -0.311
O -9.49 -21.31 -3.13 -0.422
C -1.21 -20.39 -4.23 -0.863
C -9.43 -20.32 -4.13 -0.348
C -4.16 -20.57 -4.94 -0.763
C -8.15 -22.37 -8.17 -0.816
C -10.62 -25.18 -9.44 -0.771
C -3.91 -25.43 -3.97 1.006
C -2.82 -23.86 -0.78 -0.641
C -3.59 -24.90 -9.45 -0.484
C 0.23 -26.33 -6.91 -0.446
C -12.39 -26.77 -4.69 -0.844
C -7.76 -16.13 -2.41 -0.825
C -0.66 -28.00 -8.36 -0.737
C -1.85 -23.40 -6.24 0.022
C -2.42 -20.62 1.42 -0.474
C -2.27 -18.29 -0.90 0.635
C -1.35 -18.93 0.10 -0.632
C -3.89 -23.43 -9.83 0.083
C -10.83 -27.68 -3.02 -0.753
C -9.37 -27.75 -3.06 -0.094
C -8.90 -25.45 -7.70 -0.542
C -4.96 -22.32 -6.16 -1.575
C -4.05 -16.68 -0.91 -0.797
C -3.35 -16.80 -5.80 -0.920
C -6.50 -15.69 -4.39 -0.607
C -8.95 -22.58 -3.40 0.713
C -8.96 -23.37 -2.16 -0.176
C 0.01 -24.85 -6.73 -0.758
C -4.19 -26.37 -7.60 0.366
C -3.57 -20.17 -3.57 -0.548
C -7.63 -27.18 -4.37 -0.476
C -2.91 -24.77 -3.02 0.839
C -6.67 -23.55 -1.39 -0.335
C -5.56 -16.30 -5.47 -0.510
C -3.06 -27.66 -4.10 -0.452
C -3.36 -21.76 -11.31 -0.723
C -7.70 -24.72 -8.34 0.408
H -1.10 -22.63 -6.49 0.532
H -9.44 -23.09 -4.25 0.302
H -0.57 -18.20 0.38 0.322
H -7.40 -15.36 -4.96 0.388
H -5.23 -20.17 -4.89 0.197
H -7.46 -21.55 -8.27 0.242
H -0.45 -21.08 -3.98 0.271
H -8.88 -25.33 -6.64 0.089
H -7.91 -24.57 -9.39 0.400
H -1.81 -18.12 -1.91 0.046
H -11.92 -27.07 -5.57 0.352
H -2.56 -24.98 -9.17 0.058
H -3.04 -28.51 -3.45 0.390
H -3.35 -16.10 -6.69 0.401
H -3.22 -26.31 -7.21 -0.310
H -7.26 -27.02 -5.41 0.017
H -8.03 -17.04 -1.96 0.265
H -3.19 -20.61 2.25 0.306
H -0.89 -19.82 -0.41 0.303
H -8.82 -24.43 -2.45 -0.057
H -2.95 -20.86 0.54 0.100
H -13.17 -27.49 -4.43 0.355
H -11.14 -28.55 -3.59 0.398
H -11.26 -27.75 -1.95 0.273
H -3.58 -17.77 -6.24 0.423
H -8.57 -15.56 -2.85 0.367
H -1.88 -25.21 -3.07 0.248
H 0.17 -28.70 -8.25 0.387
H -6.58 -24.55 -1.08 0.322
H -10.10 -24.53 -10.16 0.234
H -6.80 -25.33 -8.24 -0.531
H -4.04 -16.53 -1.95 0.284
H -8.97 -26.52 -7.95 0.455
H 0.10 -24.33 -7.72 0.394
H -11.71 -25.10 -9.45 0.259
H 0.71 -24.44 -5.99 0.328
H -7.23 -15.55 -1.61 0.247
H -4.83 -23.40 -6.27 0.090
H -5.93 -22.03 -5.80 0.559
H -6.43 -23.43 -2.45 -0.014
H -4.91 -23.39 -10.23 0.337
H -6.12 -22.90 -0.75 0.290
H -1.52 -21.27 1.59 0.253
H -3.42 -28.00 -5.13 0.110
H -0.82 -19.43 -4.06 0.308
H -12.85 -25.83 -4.97 0.265
H -2.89 -22.84 -1.17 0.061
H -6.99 -27.89 -3.85 0.507
H -5.96 -14.86 -3.86 0.290
H -2.37 -16.92 -5.32 0.226
H -3.74 -19.84 -5.78 0.046
H -1.59 -20.44 -5.27 0.284
H -10.46 -19.84 -4.00 0.245
H -4.69 -17.49 -0.50 0.342
H -7.91 -22.47 -3.79 -0.579
H -9.94 -23.26 -1.69 0.380
H -3.60 -25.31 -5.03 -0.275
H -8.57 -22.54 -9.18 0.324
H -2.65 -21.57 -12.13 0.257
H -4.19 -20.69 -2.87 0.203
H -5.40 -15.53 -6.29 0.355
H -3.18 -18.94 -1.04 -0.222
H -8.66 -19.57 -3.81 0.128
H -4.80 -21.75 -7.08 0.185
H -1.79 -24.10 -0.52 0.331
H -2.76 -23.71 -3.30 -0.773
H -5.02 -26.46 -6.79 -0.392
H -10.29 -26.19 -9.69 0.375
H -4.33 -27.35 -8.20 0.430
H -0.30 -26.81 -6.11 0.180
H -7.49 -26.23 -3.87 0.119
H -3.66 -19.08 -3.45 0.200
H -3.79 -22.71 -8.99 -0.047
H -2.10 -27.10 -4.17 0.124
H -3.32 -21.05 -10.45 0.256
H -8.86 -26.92 -2.46 0.193
H 1.35 -26.59 -6.79 0.353
H -5.95 -17.22 -5.91 0.300
H -0.92 -28.09 -9.40 0.253
H -3.76 -25.60 -10.24 0.529
H -3.44 -23.87 0.16 0.325
H -2.76 -23.45 -6.80 -0.372
H -9.06 -28.76 -2.65 0.260
H -4.88 -25.05 -3.66 -0.400
H -4.18 -15.79 -0.40 0.455
H -8.99 -22.10 -7.48 0.166
H -2.07 -23.18 -5.13 -0.299
H -4.34 -21.83 -11.68 0.336
H -9.30 -20.82 -5.13 0.095
H -1.45 -28.41 -7.69 0.225
```

Density functional theory data (ωB97M-V/def2-TZVPD) for a cluster of 15 separate species, C36H91F3N7O31S in total in a non-equilibrium geometry.

**Kohn-Sham gap**: 9.04 eV
**Multiplicity**: 1
**Total charge**: -1

Geometry as XYZ:
```
169
Properties=species:S:1:pos:R:3:mulliken_charge:R:1
S 3.25 -6.08 -1.43 1.180
F 3.33 -6.26 -4.04 -0.255
F 5.30 -6.24 -3.22 -0.244
F 4.19 -4.43 -3.33 -0.214
O -2.87 3.05 -6.87 -0.453
O -4.07 4.51 -2.04 -0.506
O 3.54 0.96 -0.27 0.412
O -3.50 6.58 -1.72 -0.675
O -3.44 -3.84 -3.26 -0.610
O 5.24 -0.03 -1.16 -0.541
O -3.56 0.03 2.92 -0.940
O 2.33 2.25 1.94 0.531
O 2.64 -2.54 2.75 0.324
O 3.33 -7.52 -1.38 -0.694
O -1.77 0.97 2.13 -0.172
O 4.86 -0.34 1.04 -0.553
O 0.97 3.73 -3.58 -0.264
O 2.79 4.96 -3.76 -0.438
O 1.88 -5.53 -1.68 -0.873
O -0.36 0.19 -1.37 -0.174
O -2.62 5.50 -3.41 -0.330
O -6.40 -2.29 1.49 -0.350
O 3.14 2.18 4.01 -0.503
O -1.42 -3.86 2.11 -0.486
O 0.32 -5.32 2.25 -0.618
O 1.61 4.39 -5.63 -0.631
O -1.64 -7.29 2.01 -0.182
O 4.46 2.62 2.13 -0.683
O -3.32 -2.52 -1.45 -0.636
O -2.01 -4.22 -1.66 -0.394
O 3.57 7.77 -0.39 -0.252
O 1.41 5.75 1.63 0.017
O 4.06 -5.38 -0.45 -0.670
O -2.86 1.91 3.91 -0.540
O -0.11 -3.96 4.03 -0.676
N -0.89 -1.85 0.30 1.306
N 2.68 4.58 -1.03 0.275
N -0.35 -5.75 -0.41 1.625
N 2.04 -0.37 5.76 -0.773
N -3.90 -2.97 2.50 0.393
N -3.89 2.91 -4.31 -0.564
N -0.02 2.94 2.59 1.629
C 1.37 -2.84 -0.21 -1.768
C -2.29 2.12 -5.99 -1.000
C -0.31 4.16 1.78 1.676
C -1.80 4.29 1.50 -1.677
C 4.55 8.76 -0.37 -0.825
C 3.41 2.25 2.58 -0.650
C -2.73 0.93 2.92 0.054
C 2.99 -1.57 3.79 -1.181
C 3.93 5.25 -0.70 1.057
C 1.81 4.32 -4.43 0.588
C 0.28 5.43 2.43 -1.116
C 0.84 -0.38 3.43 0.477
C -4.92 -4.77 1.09 -1.802
C -4.33 -3.38 1.12 2.188
C 4.08 -5.72 -3.08 0.546
C 0.29 1.31 -0.80 0.711
C -2.18 4.28 -6.83 -0.525
C 5.04 4.44 -1.36 -1.373
C -5.28 -2.31 0.63 -0.963
C -0.41 -4.44 2.71 -0.205
C -1.00 -7.13 -0.32 0.709
C 3.79 -3.30 2.48 -0.847
C 4.56 0.11 -0.06 0.295
C 0.55 -0.85 -1.42 -1.413
C 2.23 6.64 2.39 -0.839
C -0.73 -7.97 -1.53 -1.491
C 1.72 -1.07 4.49 0.558
C -1.51 -7.76 3.37 -0.831
C -3.38 5.57 -2.38 0.696
C -7.45 -1.38 1.25 -0.846
C -2.47 2.61 -4.56 1.242
C 0.55 -1.62 -0.11 2.746
C -0.69 -7.82 1.08 -0.856
C 4.03 6.68 -1.28 -1.177
C -2.08 1.54 -3.50 -1.606
C -2.90 -3.52 -2.06 0.166
H 3.45 -4.19 1.96 0.103
H 0.55 -5.79 -0.93 0.027
H 1.38 -0.57 6.47 0.288
H -4.73 -1.35 0.63 0.380
H 1.30 -3.48 0.69 -0.039
H -2.16 2.06 -2.54 0.108
H -2.88 -4.56 -3.62 0.306
H -1.43 -8.85 3.35 0.306
H 3.50 -0.68 3.36 -0.010
H 0.65 5.20 3.43 0.475
H 1.04 1.69 -1.51 0.396
H 1.64 -0.56 -1.60 0.264
H 3.88 1.90 4.39 0.295
H -8.34 -1.79 1.67 0.269
H -6.00 -4.74 1.16 0.332
H 2.66 3.62 -0.56 -0.530
H -0.27 -5.42 0.55 -0.409
H -4.79 -5.07 0.07 0.399
H -0.55 -7.29 3.70 0.290
H -2.31 4.24 2.44 0.316
H 4.19 9.58 0.28 0.218
H -5.58 -2.55 -0.41 0.706
H -3.88 -1.94 2.57 0.232
H 4.69 9.26 -1.37 0.297
H 4.60 -2.83 1.90 0.104
H 0.31 -7.79 1.48 0.322
H -0.51 2.06 -0.65 -0.240
H -4.31 3.61 -4.93 0.258
H 1.98 0.62 5.52 0.259
H 1.50 0.17 2.75 -0.611
H 4.90 4.71 -2.43 0.423
H -2.11 3.47 0.84 0.260
H 0.97 2.62 2.63 -0.174
H 3.10 1.48 0.41 -0.500
H -7.29 -0.41 1.71 0.270
H -4.45 2.10 -4.49 0.260
H 0.35 -7.99 -1.62 0.284
H -2.73 0.66 -3.48 0.559
H -7.67 -1.20 0.19 0.331
H -2.11 -6.93 -0.28 0.013
H -3.69 1.86 4.44 0.315
H 5.48 8.38 0.05 0.383
H -1.01 1.30 -3.57 0.197
H -0.38 2.98 3.54 0.667
H -4.56 -3.34 3.19 0.449
H 1.25 -2.03 4.75 0.440
H 0.24 4.05 0.84 -0.640
H 0.21 -1.53 -2.20 0.542
H 5.02 7.04 -1.57 0.641
H -1.11 4.25 -6.68 0.259
H -1.29 -0.94 0.60 0.195
H 3.23 6.53 2.01 0.207
H -3.44 -3.42 0.50 -1.045
H -1.12 -7.42 -2.38 0.333
H 1.95 7.68 2.24 0.244
H -0.99 -5.10 -0.93 0.292
H 0.97 -0.93 0.62 -1.099
H 3.61 -1.92 4.59 0.425
H -2.95 -3.33 2.65 0.088
H -1.23 2.06 -6.22 0.379
H -2.72 1.17 -6.18 0.425
H 2.38 -2.45 -0.23 0.305
H 6.04 4.70 -1.05 0.426
H -0.56 2.15 2.23 -0.736
H 4.84 3.37 -1.26 0.085
H -4.40 -5.50 1.71 0.410
H -1.98 5.23 0.96 0.624
H 4.21 -3.62 3.41 0.531
H 0.15 0.31 3.93 0.438
H -2.22 6.40 -3.60 0.303
H -1.13 -8.97 -1.41 0.445
H 4.56 0.11 -1.83 0.294
H -1.37 -2.15 -0.57 -0.334
H 1.83 5.10 -0.74 0.147
H -2.34 -7.36 3.96 0.226
H 3.41 6.86 -2.19 0.229
H -1.89 3.49 -4.30 0.101
H -2.61 4.83 -5.99 0.144
H 0.26 -1.11 2.87 -0.430
H -4.05 3.77 -2.77 0.476
H 0.78 1.04 0.12 -0.450
H 0.41 3.04 -3.98 0.220
H 0.77 -4.27 4.32 0.374
H 1.23 -3.40 -1.15 0.286
H -1.01 -2.55 1.04 -0.311
H 4.06 5.33 0.40 0.149
H -0.41 6.28 2.50 0.361
H 2.75 4.58 -2.82 0.340
H 2.17 6.37 3.45 0.386
H -2.41 4.83 -7.75 0.312
H -0.99 -8.86 1.03 0.603
```

Taking the records one at a time from the top gives LUMO values of -0.6, 0.4, 1.8 eV.
Taking the records one at a time from the top gives M values of 1400.2, 811.1, 1207.2 g mol⁻¹.